[1]
{"formula": "C2H10O5", "method": "the ωB97M-V functional and the def2-TZVPD basis", "symbols": ["C", "C", "O", "O", "H", "H", "H", "H", "O", "H", "H", "O", "H", "H", "O", "H", "H"], "positions_angstrom": [[1.16978, 0.93289, 1.99120], [1.62129, 0.65304, 0.57152], [0.96523, 0.95943, -0.35850], [2.68151, -0.29803, 0.44188], [2.07655, 1.41508, 2.37612], [0.33853, 1.61622, 2.34258], [0.94143, -0.02778, 2.36166], [3.19235, 0.25532, -0.14113], [-1.45164, -3.35978, -0.01665], [-2.35186, -3.29798, 0.43001], [-0.30291, -3.41164, 0.23079], [-3.89631, 2.61645, 0.36545], [-4.11371, 3.52097, 0.28575], [-2.95501, 2.45654, 0.19861], [0.11335, -1.13697, -2.67343], [-0.47032, -1.85746, -2.27946], [-0.44854, -0.50283, -3.12383]], "e_above_lowest_kcal_mol": 86.5, "fmax_ev_per_a": 6.4, "lumo_energy_ev": 0.23, "smiles": "CC(=O)O.O.O.O", "homo_ev": -10.379, "orbital_gap_ev": 10.60}

---

[2]
{"formula": "C2H10O5", "method": "the ωB97M-V functional and the def2-TZVPD basis", "symbols": ["C", "C", "O", "O", "H", "H", "H", "H", "O", "H", "H", "O", "H", "H", "O", "H", "H"], "positions_angstrom": [[0.40233, 1.55092, -0.54907], [0.49749, 0.09998, -0.21429], [0.14853, -0.36419, 0.85611], [0.86268, -0.69559, -1.20384], [1.20842, 2.17935, -0.18882], [-0.51504, 1.90506, -0.08970], [0.47714, 1.69708, -1.62186], [0.66010, -1.63037, -0.97257], [-2.15664, -0.02239, -1.39379], [-1.97944, 0.42672, -2.23253], [-2.25084, 0.77256, -0.84969], [0.22255, 1.58562, 2.73301], [0.10684, 0.72774, 2.27516], [-0.25398, 1.48921, 3.56237], [0.81219, -3.34404, -0.42328], [1.55876, -2.88948, 0.00266], [0.19890, -3.48819, 0.31016]], "e_above_lowest_kcal_mol": 13.5, "fmax_ev_per_a": 1.0, "lumo_energy_ev": 0.53, "smiles": "CC(=O)O.O.O.O", "homo_ev": -10.628, "orbital_gap_ev": 11.16}

---

[3]
{"formula": "C2H10O5", "method": "the ωB97M-V functional and the def2-TZVPD basis", "symbols": ["C", "C", "O", "O", "H", "H", "H", "H", "O", "H", "H", "O", "H", "H", "O", "H", "H"], "positions_angstrom": [[0.38453, 1.12148, 1.98794], [0.19301, 0.17089, 0.90386], [0.24466, 0.33225, -0.31784], [-0.03100, -0.97892, 1.46274], [0.03864, 0.73367, 2.90378], [1.51956, 1.25329, 2.01120], [-0.04063, 2.10737, 1.76605], [-0.38219, -1.64572, 0.81855], [-0.65851, -0.79923, -2.41940], [-0.60238, -0.19695, -1.71694], [-1.42359, -0.55186, -2.88510], [0.78488, 3.00956, -0.34747], [0.46791, 2.03907, -0.42205], [1.06674, 3.13240, -1.31080], [-0.68538, -2.69074, -0.43420], [-0.96953, -2.10922, -1.23613], [-0.37694, -3.49958, -0.82999]], "e_above_lowest_kcal_mol": 14.0, "fmax_ev_per_a": 3.6, "lumo_energy_ev": 0.51, "smiles": "CC(=O)O.O.O.O", "homo_ev": -10.716, "orbital_gap_ev": 11.23}

---

[4]
{"formula": "C2H10OSi2", "method": "the ωB97M-V functional and the def2-TZVPD basis", "symbols": ["Si", "O", "Si", "H", "H", "H", "H", "H", "H", "C", "C", "H", "H", "H", "H"], "positions_angstrom": [[0.13507, -0.00346, 2.42951], [0.55369, -1.25760, 1.57132], [0.57637, -2.46235, 0.40529], [-0.83438, -0.48148, 3.29622], [-0.64386, 0.83182, 1.61975], [1.39980, 0.71522, 2.77303], [-0.30551, -1.64385, -0.38309], [0.09771, -3.71064, 1.23964], [2.06638, -2.72117, -0.01745], [-0.45149, 1.09131, -2.09319], [0.06796, 2.30413, -1.98908], [-0.54787, 0.53982, -1.14899], [-0.90206, 0.70341, -3.00569], [0.33662, 2.96186, -2.86268], [0.03798, 2.87634, -1.04019]], "e_above_lowest_kcal_mol": 26.0, "fmax_ev_per_a": 3.1, "lumo_energy_ev": 0.67, "smiles": "[SiH3]O[SiH3].C=C", "homo_ev": -9.918, "orbital_gap_ev": 10.59}

---

[5]
{"formula": "C2H11B2Cl3HfO2", "method": "the ωB97M-V functional and the def2-TZVPD basis", "symbols": ["Hf", "B", "H", "H", "H", "H", "B", "H", "H", "H", "H", "Cl", "Cl", "Cl", "C", "C", "O", "O", "H", "H", "H"], "positions_angstrom": [[0.45911, -1.01837, 0.48017], [-1.18454, -0.08345, 1.93562], [-0.25618, 0.46493, 1.89467], [-1.81000, 0.42435, 2.65338], [-1.65034, -0.05525, 0.96275], [-1.04740, -1.10470, 2.25575], [-1.04057, -1.89730, -1.23964], [-0.15386, -1.33724, -1.49326], [-1.32133, -1.66128, -0.22490], [-1.81822, -1.55927, -1.90690], [-0.84038, -2.95224, -1.34576], [2.58390, -1.54223, -1.19197], [0.30373, -3.69082, 1.08339], [2.18580, -1.09092, 2.63810], [0.90991, 3.01978, -1.26384], [0.68589, 1.70536, -0.54112], [1.46715, 1.21709, 0.30367], [-0.27894, 0.92967, -0.81661], [-0.03450, 3.56394, -1.27255], [1.27786, 3.05705, -2.28918], [1.56292, 3.61090, -0.62178]], "charge": -1, "fmax_ev_per_a": 4.6, "s2": 0.759, "multiplicity": 2, "lumo_energy_ev": [3.11, -2.12], "homo_ev": [-6.511, -6.500], "orbital_gap_ev": [9.62, 4.38]}

---

[6]
{"formula": "C2H11F4HfO4", "method": "the ωB97M-V functional and the def2-TZVPD basis", "symbols": ["Hf", "F", "F", "F", "F", "C", "C", "O", "H", "H", "H", "H", "H", "O", "H", "H", "O", "H", "H", "O", "H", "H"], "positions_angstrom": [[0.49443, 0.29949, 1.13906], [-0.59998, -1.39496, 2.26067], [0.18054, 2.66897, 1.10879], [2.50905, 1.15618, -0.03001], [1.93250, 0.60964, 2.91674], [0.14967, -0.71778, -3.55137], [-0.42873, -0.09515, -2.30168], [0.04567, -0.57583, -1.08743], [0.08561, -1.79970, -3.43541], [1.17854, -0.40734, -3.73345], [-0.38161, -0.41564, -4.45390], [-1.50748, -0.17380, -2.43664], [-0.25013, 0.97988, -2.32438], [-0.91757, 1.09593, 3.20590], [-0.95667, 1.98638, 3.55490], [-1.41980, 0.57147, 3.82956], [1.96882, -1.61637, 1.25017], [2.88419, -1.68751, 0.97948], [1.66390, -2.52200, 1.30569], [-1.84941, 0.65203, 0.74803], [-2.60367, 0.09468, 0.93953], [-2.17777, 1.29136, 0.11584]], "fmax_ev_per_a": 6.9, "s2": 0.755, "multiplicity": 2, "lumo_energy_ev": [-0.40, -4.23], "homo_ev": [-10.297, -10.205], "orbital_gap_ev": [9.90, 5.98]}

---

[7]
{"formula": "C2H11N2", "method": "the ωB97M-V functional and the def2-TZVPD basis", "symbols": ["N", "H", "H", "H", "H", "C", "C", "N", "H", "H", "H", "H", "H", "H", "H"], "positions_angstrom": [[0.82162, 0.22286, 2.19311], [0.07456, -0.17464, 2.76376], [0.85651, 1.21339, 2.46857], [0.77684, -0.18021, 0.60858], [1.67940, -0.17795, 2.56954], [-1.14357, 0.71968, -1.42501], [-0.65208, -0.63045, -0.92398], [0.77495, -0.52507, -0.43734], [-1.00740, 1.45572, -0.62841], [-2.21198, 0.64921, -1.62363], [-0.62681, 1.03315, -2.33092], [-0.67394, -1.40759, -1.68566], [-1.24401, -0.95972, -0.07795], [1.26162, -1.41347, -0.51354], [1.31430, 0.17507, -0.95712]], "charge": 1, "e_above_lowest_kcal_mol": 1.4, "fmax_ev_per_a": 0.7, "lumo_energy_ev": -3.20, "homo_ev": -15.845, "orbital_gap_ev": 12.65}